Entry 1:
Computed, not measured: a molecular structure, C50H67GeN6O3PbS2Si2Te at a distorted geometry, with ωB97M-V/def2-TZVPD.

Results
Total charge: +3
HOMO-LUMO gap (eV): 3.76
Relative energy (zero: lowest compared OMol25 entry of this formula, charge and spin) (eV): 0.000
LUMO energy (eV): -9.82

Cartesian coordinates (Å):
Pb1 -1.144 0.026 -0.330
Te1 -2.326 -1.853 2.639
Ge1 4.580 1.295 -2.449
S1 -0.798 1.306 2.050
S2 -4.250 0.647 1.140
Si1 -1.434 -4.566 0.751
Si2 -2.897 -2.905 5.784
O1 -3.946 -0.747 1.803
O2 0.949 0.170 -0.723
O3 2.539 1.054 0.556
N1 1.089 -1.380 1.926
N2 -1.559 1.912 -1.600
N3 2.320 0.890 4.347
N4 -1.343 3.232 -3.662
N5 1.276 1.534 3.762
N6 1.337 -0.343 2.828
C1 4.700 -0.290 -1.296
C2 -5.949 0.446 0.662
C3 0.664 0.813 2.835
C4 -2.247 3.027 -4.830
C5 3.796 0.754 -4.165
C6 3.455 2.681 -1.603
C7 4.918 -2.505 0.409
C8 -3.713 -2.187 4.149
C9 -4.421 1.831 2.448
C10 7.392 1.130 -3.093
C11 3.343 -1.341 4.016
C12 -7.781 1.389 -0.531
C13 5.812 -1.446 0.524
C14 -1.508 -1.680 6.081
C15 -4.985 1.473 3.667
C16 -3.936 3.109 2.203
C17 7.943 3.831 -2.741
C18 -0.175 -4.700 2.140
C19 -4.252 -2.881 7.035
C20 -2.160 -6.182 0.243
C21 8.690 1.600 -3.248
C22 -6.726 -0.600 1.131
C23 2.736 -0.103 -6.615
C24 -4.517 3.699 4.459
C25 5.701 -0.345 -0.322
C26 -6.441 1.434 -0.184
C27 4.562 0.812 -5.330
C28 6.643 3.361 -2.588
C29 2.006 2.234 -1.450
C30 8.963 2.952 -3.076
C31 -1.476 2.545 -2.580
C32 3.808 -1.360 -1.400
C33 0.668 3.395 -5.066
C34 -0.120 4.041 -3.936
C35 4.036 0.382 -6.546
C36 -0.221 3.218 -6.303
C37 6.359 2.005 -2.745
C38 -3.997 4.052 3.221
C39 3.911 -2.458 -0.550
C40 -1.461 2.381 -5.963
C41 -2.261 -4.606 5.404
C42 2.365 -0.261 3.752
C43 -8.064 -0.631 0.763
C44 1.959 -0.161 -5.465
C45 -8.591 0.366 -0.049
C46 2.486 0.260 -4.247
C47 -5.015 2.415 4.680
C48 -2.902 -3.497 1.458
C49 1.867 1.111 -0.450
C50 -0.694 -3.626 -0.679
H1 3.955 -1.047 4.865
H2 6.609 -1.483 1.258
H3 3.042 -1.355 -2.169
H4 -2.938 -6.054 -0.516
H5 -0.455 5.038 -4.225
H6 -4.104 -1.202 4.415
H7 5.851 4.061 -2.337
H8 1.585 1.929 -2.409
H9 2.331 -0.437 -7.563
H10 1.680 -2.159 2.196
H11 -0.403 -5.537 2.807
H12 0.344 2.736 -7.099
H13 1.045 2.419 -4.740
H14 -4.498 -2.815 3.730
H15 -5.436 2.155 5.643
H16 -0.052 -4.293 -1.265
H17 -0.875 -1.967 6.926
H18 -3.095 2.421 -4.523
H19 -4.548 4.432 5.257
H20 -0.535 4.201 -6.674
H21 0.945 -0.548 -5.514
H22 9.488 0.914 -3.508
H23 0.465 4.124 -3.023
H24 -1.467 -3.249 -1.359
H25 -4.635 -1.874 7.218
H26 -2.611 4.010 -5.129
H27 9.971 3.323 -3.221
H28 -3.086 -5.304 5.228
H29 2.849 -2.288 4.246
H30 -9.641 0.346 -0.312
H31 1.439 -1.041 1.022
H32 3.505 3.585 -2.213
H33 -1.152 1.374 -5.664
H34 1.372 3.043 -1.055
H35 -2.114 2.286 -6.831
H36 6.413 0.469 -0.236
H37 7.185 0.073 -3.235
H38 -1.907 -0.682 6.293
H39 -2.596 -6.721 1.089
H40 -5.418 0.490 3.810
H41 -3.892 -3.281 7.989
H42 1.528 4.023 -5.298
H43 -0.851 -1.594 5.205
H44 -8.189 2.148 -1.186
H45 -5.796 2.227 -0.550
H46 3.996 -1.481 3.151
H47 5.577 1.193 -5.293
H48 -3.521 -3.079 0.658
H49 -8.692 -1.444 1.108
H50 -3.511 3.361 1.234
H51 0.831 -4.875 1.744
H52 -6.300 -1.372 1.762
H53 8.157 4.885 -2.605
H54 -0.137 -3.788 2.754
H55 3.872 2.919 -0.624
H56 -1.601 -4.631 4.530
H57 5.027 -3.380 1.041
H58 1.868 0.187 -3.356
H59 -0.062 -2.794 -0.352
H60 4.648 0.422 -7.439
H61 -1.694 -4.988 6.259
H62 3.227 -3.296 -0.661
H63 -3.535 -4.109 2.108
H64 -1.380 -6.820 -0.189
H65 1.070 2.487 4.014
H66 -5.086 -3.511 6.712
H67 -3.626 5.056 3.050

---

Entry 2:
Computed, not measured: 3 unconnected molecules or ions with the total composition CH8N2O2 at a distorted geometry, with ωB97M-V/def2-TZVPD.

Results
Total charge: 0
HOMO-LUMO gap (eV): 9.60
Relative energy (zero: lowest compared OMol25 entry of this formula, charge and spin) (eV): 1.573
LUMO energy (eV): 0.75
SMILES string: [H]/N=C/N.O.O

Cartesian coordinates (Å):
O1 -0.565 2.276 -0.941
O2 -1.121 0.634 1.701
N1 1.798 -1.128 0.018
N2 -0.364 -0.972 -0.944
C1 0.448 -1.382 -0.024
H1 -0.433 0.892 1.085
H2 -1.493 1.453 2.064
H3 -0.057 -1.919 0.797
H4 0.265 1.875 -0.730
H5 2.282 -1.360 -0.831
H6 -1.054 1.656 -1.465
H7 2.205 -1.522 0.854
H8 -0.850 -1.825 -1.235

---

Entry 3:
Computed, not measured: C23H24N6O2 in the gas phase at a distorted geometry, with ωB97M-V/def2-TZVPD.

Results
Total charge: 0
HOMO-LUMO gap (eV): 8.75
Relative energy (zero: lowest compared OMol25 entry of this formula, charge and spin) (eV): 1.083
LUMO energy (eV): 0.01
SMILES string: COc1ccccc1CNc1ccc2nnc(CCNC(=O)c3ccc(C)cc3)n2n1

Cartesian coordinates (Å):
O1 -2.703 -3.805 0.512
O2 3.747 2.000 -0.801
N1 -3.034 -1.874 -0.640
N2 -2.329 0.788 -0.264
N3 -5.150 2.697 0.474
N4 -0.259 1.147 -1.084
N5 -5.596 1.475 0.724
N6 -3.529 1.254 0.094
C1 5.145 2.164 -0.847
C2 1.167 0.644 1.337
C3 3.196 1.404 0.297
C4 -4.451 -1.797 -0.383
C5 -2.261 -2.836 -0.074
C6 1.435 -2.689 0.634
C7 1.083 -1.895 -1.591
C8 -4.643 0.592 0.507
C9 -2.909 3.538 -0.260
C10 1.956 -2.176 -0.548
C11 0.078 -2.911 0.772
C12 -0.281 -2.095 -1.453
C13 3.915 0.959 1.398
C14 1.051 1.733 -0.951
C15 1.802 1.244 0.266
C16 3.430 -1.965 -0.708
C17 1.887 0.197 2.434
C18 -3.893 2.593 0.097
C19 -1.416 1.671 -0.609
C20 -4.781 -0.860 0.791
C21 -1.675 3.083 -0.593
C22 3.257 0.357 2.460
C23 -0.796 -2.602 -0.264
H1 5.500 2.811 -0.039
H2 2.102 -2.921 1.451
H3 3.632 -1.152 -1.400
H4 4.986 1.073 1.440
H5 -4.962 -1.461 -1.290
H6 0.974 2.822 -0.915
H7 -0.241 0.131 -1.057
H8 3.830 0.014 3.309
H9 5.353 2.638 -1.805
H10 -4.127 -1.125 1.628
H11 -4.785 -2.806 -0.132
H12 -0.894 3.767 -0.881
H13 -2.587 -0.984 -0.843
H14 1.634 1.480 -1.843
H15 5.665 1.202 -0.798
H16 1.374 -0.271 3.259
H17 -0.942 -1.891 -2.284
H18 -5.815 -1.014 1.100
H19 3.893 -2.870 -1.104
H20 1.475 -1.515 -2.524
H21 -0.324 -3.325 1.684
H22 3.892 -1.739 0.250
H23 0.095 0.516 1.323
H24 -3.166 4.584 -0.257

---

Entry 4:
Computed, not measured: C2H3N3 in the gas phase, with ωB97M-V/def2-TZVPD.

Results
Total charge: 0
HOMO-LUMO gap (eV): 9.65
Relative energy (zero: lowest compared OMol25 entry of this formula, charge and spin) (eV): 2.588
LUMO energy (eV): 0.44
SMILES string: [H]/N=N/C=C=N

Cartesian coordinates (Å):
N1 0.781 1.135 0.331
N2 1.558 0.270 -0.122
N3 -1.007 -1.721 -0.068
C1 -0.583 0.745 0.318
C2 -0.886 -0.517 0.055
H1 -1.046 -2.076 -1.022
H2 -1.322 1.503 0.541
H3 2.504 0.660 -0.033

---

Entry 5:
Computed, not measured: a molecular structure, C7H11NO2 at a distorted geometry, with ωB97M-V/def2-TZVPD.

Results
Total charge: 0
HOMO-LUMO gap (eV): 9.79
Relative energy (zero: lowest compared OMol25 entry of this formula, charge and spin) (eV): 4.003
LUMO energy (eV): 0.94

Cartesian coordinates (Å):
O1 -0.216 -1.678 -1.327
O2 2.139 0.832 0.029
N1 1.122 -1.978 0.384
C1 -0.672 0.897 1.552
C2 -0.140 1.694 0.359
C3 0.881 -3.170 -0.181
C4 0.059 -3.023 -1.257
C5 -1.350 1.978 -0.547
C6 0.897 0.835 -0.383
C7 0.384 -1.137 -0.291
H1 0.795 1.034 -1.496
H2 1.476 -3.941 0.081
H3 2.247 0.649 0.946
H4 -0.083 0.814 2.397
H5 -1.660 1.281 2.014
H6 -0.358 -3.621 -2.099
H7 -0.929 -0.211 1.367
H8 -2.022 2.572 0.025
H9 -1.909 1.038 -0.837
H10 -1.004 2.565 -1.399
H11 0.345 2.569 0.664

---

Entry 6:
Computed, not measured: C3HNO3S3 in the gas phase at a distorted geometry, with ωB97M-V/def2-TZVPD.

Results
Total charge: 0
HOMO-LUMO gap (eV): 7.53
Relative energy (zero: lowest compared OMol25 entry of this formula, charge and spin) (eV): 2.284
LUMO energy (eV): -1.80

Cartesian coordinates (Å):
S1 1.479 -0.135 0.691
S2 -1.525 -1.505 0.160
S3 -1.950 -0.541 3.152
O1 1.208 1.432 -1.888
O2 -0.941 1.658 -1.688
O3 1.582 -1.414 -0.328
N1 0.158 1.358 -1.266
C1 -1.374 -0.583 1.665
C2 -0.494 -0.076 0.694
C3 0.236 0.943 0.060
H1 1.620 -1.137 -1.253